Record 1
Formula: C18H16GaN2O9
Source: the Open Molecules 2025 dataset
Level of theory: ωB97M-V with the def2-TZVPD basis set

Results
Kohn-Sham gap ... 7.50 eV
HOMO ... -0.2112 Eh
E_LUMO ... 0.06456 Eh
Total charge ... -1
Energy ... -92714.833 eV

XYZ file:
```
46
Properties=species:S:1:pos:R:3:mulliken_charge:R:1
N 2.647 1.491 -2.629 0.18
H 4.683 1.818 -2.188 0.34
O -1.437 -1.091 0.360 -0.60
C 4.041 0.983 -2.460 -0.73
C -0.015 0.780 3.699 -0.63
H 4.375 0.530 -3.392 0.34
C 1.847 -0.730 3.561 -0.87
Ga -0.049 0.003 -0.309 0.92
O 3.397 -0.313 0.395 -0.58
H 0.136 0.201 6.041 0.29
C 2.738 -3.150 -2.627 -0.64
C 2.164 -3.422 -1.391 -0.87
H 1.118 2.379 -1.446 0.38
H 0.682 0.822 -3.097 0.44
H 4.037 0.252 -1.653 0.32
H 3.004 -1.677 -4.158 0.35
O -1.215 0.301 -1.881 -0.55
O -0.595 1.810 0.259 -0.45
N 0.926 0.204 1.589 0.08
C 0.048 0.884 2.332 0.06
C -2.431 -1.256 -0.487 0.56
O 0.855 -0.309 5.653 -0.55
H 2.293 -4.397 -0.937 0.39
C -0.771 1.895 1.539 0.19
H 2.360 1.441 -0.529 0.31
C 0.874 -0.091 4.316 1.10
C 1.694 0.426 -3.189 -1.77
C 1.233 -1.174 -1.286 0.34
H 2.660 2.223 -3.330 0.34
C 2.565 -1.896 -3.188 -0.62
H 2.604 -1.352 4.017 0.57
H 1.959 0.341 -4.243 0.53
H 2.749 3.043 -1.209 0.39
H 0.973 -2.689 0.217 0.50
O -3.213 -0.393 -2.614 -0.69
C 1.880 -0.530 2.196 0.40
H 3.310 -3.908 -3.148 0.38
C 1.824 -0.915 -2.526 1.17
C 2.174 2.131 -1.358 -0.86
H -0.741 1.372 4.243 0.42
O -3.359 -2.006 -0.315 -0.65
C 1.424 -2.447 -0.740 -0.26
C -2.321 -0.384 -1.796 0.51
O 3.667 -2.031 1.845 -0.77
C 3.134 -1.002 1.412 0.01
O -1.442 2.713 2.140 -0.73
```

---

Record 2
Formula: C18H16HfIN5O7
Source: the Open Molecules 2025 dataset
Level of theory: ωB97M-V with the def2-TZVPD basis set

Results
Kohn-Sham gap ... 6.59 eV
HOMO ... -0.5736 Eh
E_LUMO ... -0.33131 Eh
Total charge ... +2
Energy ... -50095.441 eV

XYZ file:
```
48
Properties=species:S:1:pos:R:3:mulliken_charge:R:1
H 0.133 -4.623 -4.184 0.47
C 0.040 -3.781 -3.500 -0.46
Hf -0.242 0.462 -0.802 1.01
N -2.115 0.253 -2.048 -0.09
C -1.106 -1.778 -2.815 0.92
N 2.492 -1.581 2.346 0.92
C 1.368 -0.492 4.289 -0.14
O 3.562 -1.574 3.000 -0.51
C -2.232 -0.842 -2.857 0.64
H 4.520 2.317 0.376 0.25
C 1.034 -3.481 -2.563 -0.80
O 1.341 0.325 6.869 -0.52
C 0.930 -2.345 -1.769 0.16
H -5.286 -0.227 -4.231 0.47
H -5.041 1.758 -2.671 0.42
N -0.068 -1.437 -1.974 -0.24
C 1.405 -0.788 2.930 -0.57
C -3.129 1.148 -1.968 -0.06
C -4.262 1.017 -2.764 -0.77
H 3.447 4.541 0.683 0.36
C -4.401 -0.081 -3.616 -0.52
O 0.706 -0.145 0.794 -0.17
H 2.203 3.318 0.392 0.08
H -3.001 1.940 -1.232 0.52
C 0.209 0.060 4.865 -0.44
O -0.717 1.077 6.743 -0.53
C -0.909 0.330 4.065 -0.59
N 0.273 0.505 6.246 0.94
C 0.417 -0.253 2.087 0.95
H 1.905 -4.121 -2.472 0.43
N -1.889 0.613 1.828 0.81
H 3.725 2.104 -1.218 0.16
H 4.944 3.373 -0.973 0.32
C 3.049 3.843 -0.059 -0.75
H 2.244 -0.695 4.889 0.64
H -3.467 -1.945 -4.208 0.37
H -1.828 0.698 4.500 0.60
I 0.680 2.704 -1.829 -0.12
O 2.312 -2.248 1.313 -0.55
C -3.387 -1.034 -3.628 -0.68
C -0.810 0.208 2.665 0.35
H -1.846 -3.093 -4.322 0.36
O -1.583 1.116 0.602 -0.47
H 2.734 4.446 -0.914 0.23
H 1.634 -2.112 -0.969 0.42
C -1.053 -2.936 -3.592 -0.75
C 4.114 2.835 -0.500 -0.65
O -3.047 0.618 2.200 -0.40
```

---

Record 3
Formula: C18H16MnN4O7
Source: the Open Molecules 2025 dataset
Level of theory: ωB97M-V with the def2-TZVPD basis set

Results
Kohn-Sham gap (alpha / beta) ... 6.89 / 6.17 eV
HOMO (alpha / beta) ... -0.3077 / -0.2818 Eh
2S+1 ... 2
E_LUMO (alpha / beta) ... -0.05460 / -0.05518 Eh
Energy ... -70538.020 eV

XYZ file:
```
46
Properties=species:S:1:pos:R:3:mulliken_spin:R:1
H -2.572 0.516 -2.184 0.00
H -1.782 -0.312 2.326 0.00
H 3.392 -0.525 5.109 0.00
H 0.922 -0.762 5.606 0.00
H -3.574 -0.521 -1.175 0.00
C 3.025 0.735 -0.780 0.01
C 2.526 0.208 1.405 -0.01
O -0.312 -3.916 0.350 0.00
C -1.009 -1.237 -2.474 -0.01
H -2.159 -1.800 0.647 0.00
C 3.139 -0.318 4.079 0.00
C -0.324 -2.744 0.028 0.00
C -2.625 0.024 -1.210 0.01
O 6.426 0.267 3.064 0.00
C -0.569 -0.540 4.085 0.00
O -1.262 1.692 -0.077 0.00
N -1.474 -0.889 -1.109 -0.02
H -2.716 0.646 0.854 0.00
O 0.692 -1.942 -0.022 -0.01
C 4.389 0.767 -0.479 0.00
H -1.417 -0.724 4.729 0.00
H -2.336 -2.821 -0.793 0.00
H -1.105 2.173 -0.901 0.00
H 5.867 0.535 1.028 0.00
H -1.839 -1.548 -3.112 0.00
H -3.328 1.841 -0.283 0.00
C 1.768 -0.318 3.671 0.00
C 4.818 0.514 0.797 0.00
C 1.463 -0.072 2.336 0.00
N 2.123 0.461 0.141 -0.03
Mn 0.206 -0.030 -0.294 1.05
C 4.132 -0.063 3.206 0.00
O 0.441 0.606 -2.165 0.00
H -0.292 -2.055 -2.396 0.00
N 5.506 -0.085 3.774 0.00
C -0.280 -0.016 -3.056 0.01
C -0.776 -0.299 2.720 0.00
N 0.194 -0.073 1.858 0.00
C 3.871 0.225 1.804 -0.01
O 5.634 -0.426 4.930 0.00
O -0.379 0.270 -4.232 0.00
H 2.640 0.922 -1.774 0.00
C -1.689 -2.092 -0.296 0.01
H 5.100 0.989 -1.261 0.00
C 0.712 -0.560 4.563 0.00
C -2.557 1.082 -0.130 0.00
```